72
Properties=species:S:1:pos:R:3:forces:R:3:lowdin_charge:R:1 method="wB97M-V/def2-TZVPD" energy_ev=-62855.8000
C 2.16259 -2.60829 -1.37606 0.295 -0.856 -0.512 -0.12
C -1.13108 4.89451 1.27852 -0.306 0.490 -1.112 -0.16
H 4.96485 0.36631 -1.74278 0.078 0.458 -0.845 0.09
H 1.08472 -0.88458 -1.17387 0.305 0.123 0.300 0.10
C -2.60797 1.64412 1.20005 -0.261 -0.342 0.265 -0.43
C -2.57491 5.95841 -0.11830 0.476 -1.359 0.314 -0.09
H -3.14164 6.72245 -0.63184 -0.040 -0.154 0.138 0.09
H -2.67087 -0.76956 6.85153 0.058 0.055 -0.058 0.09
H 2.97343 0.25142 3.86474 0.159 -0.017 -0.205 -0.06
C -2.73912 0.12803 1.08395 0.038 0.626 0.074 -0.39
H -4.03034 -2.12040 1.22960 0.067 -0.231 0.063 0.08
N -1.43914 1.84935 -1.19562 0.082 -0.771 -0.557 -0.25
C 4.46607 -2.10776 -4.03522 -1.320 -0.802 -0.840 -0.19
C -1.73369 -4.43833 0.61415 0.192 1.005 0.466 -0.09
H -0.46687 4.57184 2.06436 0.211 0.154 -0.105 0.09
P -1.46109 -0.73805 2.08036 -1.885 -1.812 -0.435 0.88
H -3.39351 1.14774 -3.79513 0.276 -0.049 0.273 0.10
C 2.15534 -1.16461 -1.07491 -0.509 1.023 -0.016 -0.19
H -1.39978 7.07780 1.44185 -0.072 -0.149 0.053 0.09
Hg 0.50763 0.53963 3.10176 0.709 1.196 -0.485 0.73
H 5.86050 -0.46541 -3.81666 0.119 -0.331 0.587 0.09
O 7.62071 1.22680 -0.47789 2.854 -0.640 -1.775 0.06
H 2.39147 -0.99241 -0.00917 0.064 -0.223 -0.354 0.09
N -2.36540 -0.86223 3.56246 -0.295 -0.010 0.757 -0.27
H 2.54802 -4.34891 -2.44267 -0.065 0.352 0.059 0.10
C -0.51805 1.35344 -2.12803 -0.815 -0.157 -0.535 -0.14
H -0.75173 0.52820 -4.18121 -0.010 0.251 0.324 0.09
C -1.65364 6.14207 0.96486 0.025 -0.944 -0.025 -0.10
H -2.67324 -0.22643 0.04092 0.106 0.228 0.382 0.09
C 4.32912 -0.22494 -2.41322 0.688 0.551 1.234 -0.10
H -5.04037 -0.94390 5.50163 0.123 -0.053 0.006 0.09
C -1.79115 -0.78385 4.83301 -1.174 0.005 0.263 -0.19
H 5.17291 -2.88706 -3.69613 -0.067 0.309 -0.282 0.12
C 2.63126 -3.25667 -2.45053 -0.663 0.058 1.276 -0.11
C -0.99892 -3.34626 1.06777 -1.057 -0.318 -0.082 -0.14
H 0.53443 1.33860 -1.89249 -0.053 -0.034 0.019 0.08
N -1.88210 -2.31890 1.40676 -0.206 -0.679 -0.457 -0.25
H -0.71909 -0.67372 4.92794 -0.255 -0.136 0.219 0.03
N 8.41111 0.90235 -1.36801 -4.747 -0.492 -1.221 -0.10
H 2.28289 0.02967 -2.83562 -0.029 0.166 -0.116 0.10
H -4.41964 -1.06713 2.89421 0.059 -0.032 0.273 0.08
N -1.61709 3.95058 0.36158 0.173 0.553 1.316 -0.26
C -2.57727 1.26991 -3.08666 0.401 0.211 1.059 -0.08
C -2.57887 4.59735 -0.41980 0.524 0.725 0.221 -0.14
C -2.80329 -0.80496 5.78189 0.624 -0.099 -0.777 -0.09
H 2.27308 -1.94018 -4.10470 0.150 -0.247 0.091 0.11
C 2.65360 0.51446 2.84871 0.731 -0.538 0.471 -0.36
C -4.04446 -0.91503 5.08471 0.621 -0.165 -1.096 -0.08
H 1.58057 -3.17919 -0.65317 0.530 -0.202 0.150 0.08
H 0.06203 -3.18274 1.16796 -0.002 -0.123 0.060 0.09
C -2.69907 1.76919 -1.79770 0.336 -0.376 -0.752 -0.18
H 4.53763 -2.02189 -5.13200 0.145 -0.323 0.205 0.11
H -2.59504 1.96489 2.25520 -0.116 -0.112 -0.243 0.08
C -1.18702 0.97312 -3.28957 0.142 0.516 0.960 -0.08
C -3.17837 -2.77025 1.13246 0.649 -0.821 -0.297 -0.15
H 2.85939 -0.34402 2.20357 0.033 0.054 0.049 -0.07
C 4.90391 -0.83507 -3.44035 0.092 -0.061 0.593 -0.13
H -1.33966 -5.39002 0.29590 0.085 0.081 -0.003 0.09
C -3.11837 -4.07183 0.66368 0.505 1.007 0.442 -0.08
C 2.90432 -0.12284 -1.95576 -0.693 -0.530 0.377 -0.19
H 2.98289 -3.55096 -4.42061 -0.260 0.535 -0.229 0.10
O 8.09126 0.48287 -2.49414 1.872 1.128 2.993 0.05
H -3.97905 -4.67615 0.41789 0.138 0.023 -0.102 0.09
H 2.88212 0.80379 -1.35721 -0.241 -0.200 -0.394 0.11
H -3.73780 -0.11922 1.46285 0.440 -0.119 -0.222 0.06
H -3.20655 4.05150 -1.10273 0.301 0.167 -0.174 0.08
P -1.05204 2.24990 0.48499 -1.585 1.671 -1.929 1.04
H -3.59550 2.04827 -1.26892 0.101 -0.021 -0.112 0.09
H -3.46840 2.11192 0.71081 0.261 0.129 0.213 0.07
C 3.01431 -2.67345 -3.75617 1.361 0.182 -1.254 -0.19
H 3.28692 1.34767 2.52090 -0.713 0.102 -0.008 -0.03
C -3.74790 -0.98095 3.73132 0.237 0.395 1.059 -0.14

***

149
Properties=species:S:1:pos:R:3:forces:R:3:lowdin_charge:R:1 method="wB97M-V/def2-TZVPD" charge=-1 de_lowest_kcal_mol=6.2
H 4.11412 -2.76662 -1.87314 0.256 -0.660 0.141 0.11
O 0.94269 5.72161 1.38708 -0.338 1.657 0.856 0.01
H -4.34339 1.37669 2.40941 0.468 0.234 0.322 0.13
C -4.15200 -2.94043 -1.71914 1.399 2.288 -3.029 -0.78
H 3.62091 0.16755 -3.20474 -0.169 -0.415 1.109 0.13
N -2.74530 -5.32962 2.00979 -6.855 -2.236 0.704 0.18
H -2.65482 1.17126 1.88164 -0.852 -0.413 -0.690 0.06
C -0.68762 -0.59033 -4.01923 2.619 -6.057 -3.222 -0.79
C 2.67592 1.52609 -4.08446 0.063 3.741 -3.244 -0.76
H 3.76582 1.12796 1.39703 0.014 -0.795 -0.900 0.08
H 1.04347 4.84108 7.01519 0.001 0.591 0.080 0.12
H -5.23730 -2.62069 -3.30531 -0.994 -0.736 0.213 0.11
H 0.40034 -2.20872 4.92882 0.280 -0.192 -0.044 0.11
H -3.26683 3.96838 0.71722 0.611 0.194 0.133 0.12
O -3.53034 2.48189 4.44076 -0.529 1.389 2.392 0.00
N 5.16118 3.75776 0.72944 1.916 4.838 3.900 0.19
H -2.67089 -2.20455 1.50335 -0.614 0.185 -0.454 0.08
N 1.54383 5.26737 6.24837 0.535 0.606 2.106 0.16
N -0.32359 -1.47592 -3.07414 -0.267 0.761 1.724 0.18
O -3.54011 6.80975 2.31808 -0.944 1.489 0.097 0.00
H 1.73698 -3.32976 4.79946 -0.453 0.367 0.064 0.11
N 1.70599 1.09672 3.64485 -1.285 -0.449 1.916 0.17
N 2.86629 0.95865 1.82397 1.358 -0.773 -2.993 0.21
O -5.00904 3.52690 -0.70007 -1.274 -0.284 -0.752 0.02
O -4.21731 -1.30582 3.98053 -2.126 1.039 2.761 0.06
H -5.25279 4.85204 2.84921 0.454 0.702 -0.325 0.13
N 0.52786 4.33600 -0.27256 -0.529 -0.618 -2.774 0.17
N -2.98078 3.36887 -0.04361 6.608 3.807 6.294 0.21
N -1.31785 -4.20969 1.00609 2.880 2.725 -2.634 0.19
N 4.26302 2.94005 -0.92948 -4.229 -1.688 -6.289 0.19
H 0.10578 -2.37461 -3.24175 -0.091 0.017 0.017 0.06
H 1.49593 5.21375 3.14196 0.359 0.590 -0.406 0.06
H 2.84647 -3.55074 3.19260 -0.182 0.147 -0.632 0.13
N -0.92192 0.55635 -3.54428 -2.353 5.670 0.853 0.18
N 2.97199 -1.67448 -6.24938 0.559 0.487 -2.502 0.17
H -2.11155 -2.31888 4.57981 1.306 -0.075 -0.203 0.13
O -0.05988 -0.79321 -0.21643 -0.609 -0.036 0.891 0.04
N 1.12507 -2.64584 4.37765 -0.914 0.638 3.639 0.18
O 2.60952 -3.88194 -6.12680 -0.206 -0.755 -0.171 0.02
O 3.74136 -6.26201 -0.15476 0.667 1.231 0.277 0.00
H 2.14134 -3.12321 1.58909 0.598 -0.653 -0.130 0.05
H -2.59293 -1.58404 -1.95278 0.018 -0.192 -0.297 0.09
H -3.12853 -5.79514 2.82006 -0.093 0.154 -0.336 0.13
H 1.59600 1.68600 4.45772 -0.684 -0.305 -0.001 0.09
O 0.22718 5.73129 -3.54219 2.038 1.152 0.877 0.05
H 1.50644 2.59680 -2.76362 0.020 0.006 -0.327 0.09
H -1.09370 1.54941 2.81992 0.591 -0.189 0.415 0.04
C -3.34159 -1.73288 3.29731 -0.978 0.227 0.730 -0.87
O 0.29266 -1.79981 2.50219 0.178 1.336 -1.456 -0.01
C 1.23590 4.76090 5.06974 -1.671 -1.898 -1.496 -0.72
H -2.01628 3.12898 -0.22329 -0.141 0.119 0.607 0.09
H 1.74755 -5.28427 0.60189 -0.870 0.283 -0.040 0.06
N -2.19395 5.51789 3.48650 2.361 -0.634 1.636 0.17
C 2.68871 -2.79374 -5.58068 0.700 -0.791 -4.905 -0.79
H -1.43590 -6.78740 -3.85797 0.832 -0.332 -0.476 0.12
N -5.20189 -3.15939 -2.45170 -3.671 -1.131 -1.550 0.17
H 3.92973 3.83417 -1.26048 0.122 -0.420 0.252 0.13
H -1.56097 1.10749 -4.09923 0.474 0.401 0.264 0.12
N -0.63422 -6.18487 -3.97779 2.154 -7.120 -4.352 0.19
H 0.94960 0.67206 3.12752 -0.188 0.182 0.455 0.07
H -4.24316 1.74342 -2.15845 0.572 -0.356 -0.130 0.12
H 2.46215 1.14424 -2.18248 0.447 -0.995 0.120 0.10
H -1.49824 -2.08862 2.86521 0.997 -0.334 1.262 0.06
H -2.59162 1.71265 -1.47503 -0.384 -0.311 -0.299 0.09
N 2.70553 -1.55950 -0.54294 -0.502 3.215 0.336 0.21
C 1.19434 -2.38855 3.08972 -1.181 -1.433 1.239 -0.71
H 0.19749 3.44432 -0.61295 -0.030 -0.047 0.108 0.05
H 5.98679 3.84365 1.30484 -0.410 -0.068 0.204 0.13
C 2.66564 -2.85324 -0.52313 0.531 -0.398 -1.390 -0.76
C -3.40911 5.80348 2.99439 1.475 1.771 -2.611 -0.76
H 0.15709 4.68546 -5.57248 -0.488 -0.650 -1.114 0.12
O -0.63809 -0.91835 -5.19993 -1.077 0.502 -1.042 0.01
H -1.44730 6.19454 3.41763 -0.484 0.067 -0.384 0.10
H -0.06863 3.57589 2.79497 0.401 0.907 0.066 0.05
N -1.48408 1.85609 3.69949 2.266 -0.425 -0.770 0.20
O 0.49255 3.79318 4.88445 -0.047 -0.651 0.122 -0.01
C 0.42072 4.69139 1.00922 2.143 -0.582 0.854 -0.69
C -1.54788 -4.94779 2.05112 4.402 -2.340 3.268 -0.79
C -3.88484 3.03630 -0.80009 -6.260 1.952 -0.033 -0.89
N -0.70520 4.46447 -5.09527 2.197 -1.246 -5.298 0.17
O 0.24048 -4.27491 -3.29543 1.454 0.635 0.522 0.04
N -3.43770 -1.81701 2.03431 -2.288 0.804 -7.247 0.17
H -0.72695 0.75959 -2.57434 -0.175 0.536 0.215 0.04
C -0.38461 0.51368 0.01333 0.640 -0.950 -0.729 -0.84
C -0.62158 -5.13228 -3.30646 1.144 4.416 0.613 -0.79
H -0.19415 -0.89125 -2.26081 0.690 -1.741 0.946 0.05
N -1.73931 4.68045 -3.29314 -2.544 -0.051 3.668 0.17
O -0.16264 1.22337 -0.94508 0.590 2.620 -3.022 -0.01
O -0.76686 -5.42120 2.92310 -0.078 1.522 -1.243 -0.03
H 2.87640 -0.74122 -5.87523 0.051 0.027 -0.439 0.07
H -3.33513 -4.89827 1.31256 -0.616 -0.246 0.571 0.10
H 1.53908 6.25928 6.05814 -0.019 0.209 1.627 0.11
C 2.85793 -6.81720 0.50013 0.919 1.081 -2.707 -0.76
N 2.63184 -2.55965 -4.34240 -1.348 0.676 7.664 0.18
N 1.70529 5.49627 4.08876 0.896 0.692 -1.098 0.19
H 3.65392 -8.65233 0.26999 -0.089 0.462 0.107 0.12
H 1.99553 -3.14763 -3.82328 0.210 -0.574 0.169 0.08
H 0.25647 -6.56282 -4.26749 -0.277 -0.140 -0.300 0.14
H -2.45873 -5.77016 -2.84877 0.027 0.653 0.372 0.12
O 5.48581 1.60815 0.35581 0.094 -1.913 0.147 0.03
N 2.98739 0.93182 -3.01859 2.639 -5.620 3.905 0.16
N 0.03961 3.67560 1.79575 -1.137 -1.493 -0.175 0.20
O -3.78942 -3.61269 -0.82771 1.491 -2.308 4.239 0.06
H -2.03607 -4.18344 -2.27163 -0.078 -0.233 -0.071 0.09
H 0.80458 4.99890 -0.98255 -0.128 0.189 0.350 0.10
H 3.94995 -4.30193 -0.98314 -0.056 -0.314 -0.443 0.09
H 3.04168 -1.90024 -7.23136 0.017 0.946 0.000 0.11
N -3.50487 2.12916 -1.58728 0.361 -5.125 -5.812 0.19
N 2.97261 -8.08145 0.74959 -0.140 -4.812 1.442 0.16
N -3.46540 -1.93593 -2.32029 1.156 1.297 0.459 0.17
C 4.97958 2.67630 0.07355 2.448 -1.122 1.737 -0.85
H -1.85295 4.57743 3.62565 -0.474 0.055 0.281 0.06
N -1.79091 -5.01471 -2.79027 -4.964 2.196 3.705 0.19
H -1.83506 5.00452 -2.34135 -0.250 -0.090 -0.099 0.11
H -1.44318 3.85513 -5.41806 0.657 0.265 -0.141 0.12
H -0.34448 -4.04683 0.79131 -0.020 0.296 -0.382 0.09
H 2.48170 6.08894 4.34573 -0.058 -0.085 -0.850 0.12
H 3.61684 -1.21616 -0.81075 -0.588 1.004 0.674 0.12
C -2.79478 1.99807 3.60604 -1.817 0.264 2.048 -0.76
O 3.15956 1.37631 -5.20225 -0.484 -0.593 -0.106 0.04
H 2.13371 0.30844 1.57769 0.645 0.008 -0.603 0.09
C -0.64445 5.01281 -3.94248 -1.835 0.220 1.988 -0.84
N -4.26515 4.82398 3.05869 -2.248 -2.777 1.009 0.18
H 2.14233 -8.55088 1.08182 0.373 -0.210 0.055 0.11
H 0.85325 -6.74913 1.06498 0.386 0.289 0.238 0.11
H 4.07784 2.10194 -1.46182 -0.279 0.592 -0.620 0.08
N 3.70336 -3.33636 -1.14735 2.551 -2.058 -1.290 0.20
N 2.19619 -3.05998 2.59562 1.869 0.000 -2.426 0.21
N 1.96754 2.56611 -3.66170 -2.660 3.871 -1.422 0.17
N -3.34949 1.50639 2.53373 0.377 -1.381 -3.359 0.20
H -3.77983 -1.65811 -3.23901 0.734 0.340 0.393 0.10
H -4.01941 4.08356 3.70017 -0.207 -0.468 0.213 0.05
O 3.73504 2.06146 3.66137 -1.400 -2.004 -1.859 -0.04
O 1.77650 -3.51132 -0.05270 -2.444 -1.690 1.705 0.01
H 1.93120 -1.10647 -0.07897 0.288 0.649 -0.396 0.08
H -2.43344 4.03586 -3.64356 0.253 0.280 0.264 0.10
H 1.75247 3.31648 -4.30263 -0.208 -0.266 0.143 0.10
H -4.15264 -1.21971 1.64417 0.254 -0.372 -0.601 0.12
H 4.80411 4.60548 0.31233 0.278 -0.010 0.579 0.12
H 2.45414 -1.59413 -4.10514 0.022 -0.053 0.101 0.08
H -5.78983 -3.95248 -2.23851 0.006 0.316 -0.404 0.13
H -0.37067 -1.15164 0.61815 0.379 -1.403 0.707 0.07
H -0.14420 2.81666 1.29722 -0.168 -0.156 0.268 0.05
N 1.70622 -6.27147 0.81125 -1.146 1.760 0.592 0.20
N -2.19847 -2.24364 3.57637 3.084 -1.678 3.994 0.18
H -0.85237 2.23148 4.39240 -0.626 0.308 0.159 0.08
C 2.86503 1.34205 3.05278 1.467 3.976 4.121 -0.71
H -1.98337 -4.29322 0.25097 0.411 0.388 -0.192 0.07
O -0.82804 0.85651 1.08438 -0.915 0.115 2.448 0.01